[1]
C12H33AsO3PPdSe4Si2 as an isolated structure at a distorted geometry, computed with ωB97M-V/def2-TZVPD.

Last column: Mulliken charge in e.
Geometry (Å):
Pd1 0.51704 -1.10533 -0.16167  0.37
Se1 -0.74991 -2.73206 -2.14713  -0.51
Se2 1.50266 -3.14921 -1.80498  -0.24
Se3 2.85004 -1.19693 -2.09429  -0.31
Se4 2.86591 -0.07672 -0.04710  -0.49
C1 3.87288 -2.47851 2.85273  -1.01
Si1 2.21939 -1.73404 3.27489  0.59
C2 2.40433 0.11314 3.47145  -0.82
C3 1.76090 -2.38007 4.97661  -1.14
As1 0.65771 -2.59480 1.73790  -0.35
Si2 -0.92015 -0.72244 1.91872  1.16
C4 -0.63476 1.14428 1.81830  -1.21
C5 -1.35628 -0.88716 3.77481  -1.38
C6 -2.54877 -1.28045 1.15224  -0.97
H1 4.59781 -2.35396 3.67053  0.31
H2 4.26553 -2.00835 1.94649  0.22
H3 3.75099 -3.54779 2.65203  0.29
H4 3.19518 0.32433 4.20492  0.37
H5 1.47355 0.56493 3.82597  0.18
H6 2.67395 0.59745 2.52875  0.10
H7 2.59579 -2.20906 5.67288  0.33
H8 1.54752 -3.45810 4.95167  0.29
H9 0.87049 -1.87015 5.36801  0.28
H10 -0.83141 1.58721 2.80251  0.48
H11 -1.31253 1.59159 1.08477  0.42
H12 0.38028 1.38878 1.52122  0.15
H13 -0.61978 -0.38483 4.41626  0.28
H14 -1.41052 -1.93966 4.08333  0.32
H15 -2.34092 -0.41925 3.95288  0.40
H16 -2.42719 -1.61640 0.12946  0.10
H17 -3.30853 -0.48357 1.19000  0.14
H18 -2.91165 -2.13450 1.73832  0.34
C7 0.19532 0.65243 -5.62021  -1.36
C8 0.54207 0.12101 -4.24703  0.04
O1 -0.46621 0.57988 -3.33300  -0.35
P1 -0.35998 0.54980 -1.71758  0.87
O2 -1.90799 0.99858 -1.45933  -0.41
C9 -3.00623 0.23660 -1.99743  0.14
C10 -4.29094 0.86648 -1.51896  -1.35
O3 0.33769 1.95369 -1.39159  -0.08
C11 -0.05320 3.19909 -1.98569  -0.24
C12 1.01804 3.64674 -2.95361  -1.06
H19 0.90622 0.27025 -6.35754  0.39
H20 0.22633 1.74512 -5.63781  0.28
H21 -0.81062 0.33669 -5.90794  0.29
H22 1.52044 0.45696 -3.92424  0.28
H23 0.54796 -0.96841 -4.23762  0.23
H24 -2.93437 -0.79639 -1.66732  0.04
H25 -2.94474 0.24550 -3.08549  0.26
H26 -4.33442 0.86033 -0.42855  0.25
H27 -5.15058 0.31096 -1.90655  0.39
H28 -4.35798 1.90222 -1.86080  0.31
H29 -0.15382 3.91017 -1.16921  0.38
H30 -1.02144 3.10228 -2.47365  0.25
H31 1.99157 3.63479 -2.45740  0.25
H32 0.81196 4.66119 -3.30918  0.39
H33 1.06535 2.97568 -3.81476  0.11

Properties
Lowest unoccupied orbital energy (spin up / spin down): 1.8 / 2.0 eV
Molecular weight: 809.7 g/mol
Strongest force on any atom: 1.248 eV Å⁻¹
E: -369876.4440 eV
Energy relative to the best compared isomer or geometry (same formula, charge and spin): 141.07 kJ/mol
HOMO (spin up / spin down): -3.5 / -3.6 eV
Net charge: -1
Gap between HOMO and LUMO (spin up / spin down): 5.35 / 5.64 eV

---

[2]
C12H33B3Br3Cl2F5MgNNa2O7P as an isolated structure at a distorted geometry, computed with ωB97M-V/def2-TZVPD.

Last column: Mulliken charge in e.
Geometry (Å):
C1 3.66102 0.29658 3.23303  -0.98
C2 2.98596 -1.22339 3.05796  0.68
C3 3.25995 -1.74756 1.52910  -0.82
C4 1.40668 -1.06983 3.46998  -1.16
C5 0.48358 -2.39760 3.19671  0.68
C6 -0.83736 -2.07397 4.17019  -0.82
O1 -2.13414 -2.25821 3.45592  -0.48
B1 -1.71928 -1.96493 2.03845  -0.56
B2 -2.41697 -3.28543 1.26339  1.49
O2 -2.35111 -3.38394 -0.22091  -0.61
O3 -3.07606 -4.38483 2.00750  -0.64
P1 -2.34381 -0.24995 1.38972  0.67
C7 -0.80831 0.74419 0.77082  -0.89
C8 -3.08084 0.81210 2.80435  -0.22
O4 -0.25226 -2.26994 1.89490  -1.02
H1 4.32584 0.30562 4.20086  0.24
H2 4.23330 0.64868 2.27267  0.26
H3 2.77382 1.07396 3.41454  0.28
H4 3.53675 -1.89706 3.85782  0.48
H5 3.96220 -2.70877 1.61858  0.30
H6 2.30617 -2.06853 0.93198  0.28
H7 3.88897 -0.98430 0.86153  -0.02
H8 0.91143 -0.08814 3.01410  -0.06
H9 1.38829 -0.89221 4.65045  0.39
H10 0.92544 -3.46270 3.45622  0.22
H11 -0.79266 -0.88282 4.21685  0.13
H12 -0.77047 -2.35995 5.30298  0.25
H13 -1.43210 -3.77376 -0.39114  0.30
H14 -2.45003 -5.19104 2.01782  0.30
H15 -0.31184 1.19597 1.74673  0.16
H16 -0.05818 0.05306 0.16038  0.28
H17 -1.16300 1.65068 0.11612  0.40
H18 -3.98184 0.30702 3.37536  0.05
H19 -2.22604 1.07624 3.57889  -0.50
H20 -3.48364 1.81370 2.29975  0.59
Na1 0.91816 -0.96757 0.81542  0.53
O5 -7.67011 0.89726 -0.92594  -0.57
C9 -6.36238 0.71332 -0.69656  -0.04
C10 -5.60103 2.11802 -0.80684  0.03
O6 -4.29113 1.93159 -0.59297  -0.43
H21 -5.82519 0.02928 -1.37690  0.26
H22 -6.07950 0.30047 0.28785  0.10
H23 -6.13062 2.79627 -0.11435  0.28
H24 -5.89476 2.53991 -1.78427  -0.12
N1 -5.47013 2.30933 -4.49406  -0.57
H25 -5.45597 3.31528 -4.28896  0.39
H26 -4.60694 1.87665 -4.14463  0.39
H27 -6.28004 1.87750 -4.03383  0.35
H28 -5.53747 2.16779 -5.50883  0.38
O7 -3.11500 3.36350 -6.57655  -0.59
H29 -3.76790 3.36304 -5.86047  0.29
H30 -3.22744 2.49732 -6.99618  0.34
Na2 -4.27011 -2.01384 3.39342  0.92
C11 5.12679 -0.14975 -2.00690  -0.02
Cl1 4.91513 -1.83992 -1.53416  -0.21
Cl2 4.03350 0.90536 -1.10317  -0.14
H31 6.15807 0.14978 -1.80485  0.04
H32 4.91596 -0.04978 -3.07440  0.36
B3 2.92990 -0.76583 -5.70644  0.64
F1 4.32529 -0.43477 -5.46768  -0.42
F2 2.35106 0.20500 -6.62084  -0.41
F3 2.83999 -2.09451 -6.28968  -0.41
F4 2.20320 -0.73903 -4.44746  -0.40
Mg1 -2.17011 2.77703 4.28406  0.22
C12 8.94314 2.36519 -1.65467  -0.36
Br1 7.05594 2.07880 -1.27947  0.11
Br2 10.05181 2.02208 -0.09355  -0.04
Br3 9.53635 1.34607 -3.20191  -0.02
H33 9.06221 3.42456 -1.90481  0.34
F5 2.02989 2.32560 0.84703  -0.87

Properties
Lowest unoccupied orbital energy: -4.6 eV
Molecular weight: 842.7 g/mol
Strongest force on any atom: 5.175 eV Å⁻¹
E: -303149.2567 eV
HOMO: -7.2 eV
Gap between HOMO and LUMO: 2.60 eV